Record 1
An isolated ion of composition C4H4NO and charge +1. Source: OMol25; level of theory: ωB97M-V/def2-TZVPD.

Frontier orbital gap = 0.3419 Ha
Lowest unoccupied orbital energy = -6.15 eV
Max |F| = 0.078 Eh/bohr
Energy = -7736.8924 eV
Net charge = +1
SMILES string = C=[N+]1C=C1C=O

The geometry in XYZ format:
```
10
Properties=species:S:1:pos:R:3:nbo_charge:R:1
C 0.639 -1.270 -0.049 0.05
N 0.751 -0.028 -0.116 -0.25
C 0.971 1.255 0.365 0.14
C -0.103 1.099 -0.416 0.07
C -1.496 0.428 -0.217 0.44
O -1.492 -0.508 0.493 -0.40
H 1.401 -1.919 0.426 0.24
H -0.079 -1.795 -0.604 0.22
H 1.705 1.913 0.784 0.29
H -2.297 0.826 -0.665 0.19
```



Record 2
C5H14N2S as an isolated structure. Source: OMol25; level of theory: ωB97M-V/def2-TZVPD.

Frontier orbital gap = 0.1511 Ha
Lowest unoccupied orbital energy = -3.01 eV
Max |F| = 0.071 Eh/bohr
Energy = -19217.9979 eV

The geometry in XYZ format:
```
22
Properties=species:S:1:pos:R:3:nbo_charge:R:1
C 1.439 -0.880 0.410 -0.34
N -0.228 -0.555 0.391 -0.58
C -0.530 0.412 -0.683 -0.26
C -2.004 0.699 -0.534 -0.59
S -2.913 -0.510 -1.449 -0.04
C 2.197 -0.558 -0.790 -0.04
N -2.771 0.201 1.798 -1.08
C 3.341 0.490 -0.599 -0.68
H 1.350 -1.900 0.855 0.28
H 1.622 -0.252 1.360 0.22
H -1.237 -0.782 0.714 0.46
H 0.234 1.219 -0.592 0.19
H -0.358 -0.110 -1.597 0.17
H -2.305 1.690 -0.886 0.24
H -2.390 0.540 0.562 0.32
H 2.356 -1.360 -1.495 0.21
H -3.063 -1.407 -0.428 0.13
H -2.165 0.775 2.315 0.34
H -3.563 -0.071 2.262 0.34
H 4.004 0.340 0.294 0.24
H 2.964 1.525 -0.506 0.24
H 4.019 0.495 -1.401 0.22
```



Record 3
A 2-piece molecular cluster, C7H8O4 overall. Source: OMol25; level of theory: ωB97M-V/def2-TZVPD.

Frontier orbital gap = 0.3580 Ha
Lowest unoccupied orbital energy = 0.51 eV
Max |F| = 0.035 Eh/bohr
Energy = -15576.7165 eV
SMILES string = C#C[C@@H](CO)C(=C)O.O=C=O

The geometry in XYZ format:
```
19
Properties=species:S:1:pos:R:3:nbo_charge:R:1
C -0.363 2.527 -0.119 -0.23
C -0.385 1.480 0.462 0.00
C -0.419 0.184 1.118 -0.40
C -1.815 -0.463 0.977 -0.04
O -2.235 -0.636 -0.346 -0.71
C 0.692 -0.706 0.591 0.36
C 1.968 -0.353 0.618 -0.53
O 0.255 -1.897 0.091 -0.70
H -0.360 3.470 -0.579 0.23
H -0.238 0.351 2.191 0.25
H -2.558 0.191 1.439 0.19
H -1.798 -1.422 1.517 0.17
H -1.597 -1.210 -0.792 0.48
H 2.271 0.591 1.030 0.22
H 2.744 -0.997 0.237 0.20
H 1.003 -2.389 -0.267 0.49
O 1.557 1.351 -3.000 -0.51
C 0.939 0.432 -2.718 1.04
O 0.338 -0.504 -2.449 -0.53
```



Record 4
C4H7N3O as an isolated structure. Source: OMol25; level of theory: ωB97M-V/def2-TZVPD.

Frontier orbital gap = 0.3269 Ha
Lowest unoccupied orbital energy = 0.30 eV
Max |F| = 0.088 Eh/bohr
Energy = -10776.5714 eV

The geometry in XYZ format:
```
15
Properties=species:S:1:pos:R:3:nbo_charge:R:1
C -0.851 -1.984 0.005 -0.73
C 1.407 0.496 0.541 0.46
C -0.296 -0.866 -0.833 0.75
N 1.835 1.792 0.470 -0.87
C -1.334 1.215 0.044 0.02
N 1.712 -0.640 0.746 -0.56
N -0.343 0.463 -0.183 -0.45
O 0.018 -0.934 -1.991 -0.51
H 1.427 2.310 -0.305 0.39
H 2.852 1.867 0.473 0.41
H -0.449 -1.903 1.015 0.26
H -1.937 -1.941 0.028 0.23
H -0.510 -2.929 -0.408 0.25
H -1.178 2.137 0.594 0.19
H -2.352 0.917 -0.196 0.17
```



Record 5
A 3-piece molecular cluster, C2H9NO4 overall. Source: OMol25; level of theory: ωB97M-V/def2-TZVPD.

Frontier orbital gap = 0.1517 Ha
Lowest unoccupied orbital energy = -4.91 eV
Max |F| = 0.037 Eh/bohr
Energy = -11892.6479 eV

The geometry in XYZ format:
```
16
Properties=species:S:1:pos:R:3:nbo_charge:R:1
O 2.734 0.254 0.475 -0.66
C 1.809 -0.069 -0.541 0.31
O 1.627 0.851 -1.407 -0.44
C 0.547 -0.650 0.199 -0.25
N -0.062 0.377 0.970 -0.46
H 2.168 -1.015 -1.048 0.25
H -0.250 -0.977 -0.478 0.31
H 0.811 -1.536 0.782 0.29
H 0.231 1.340 0.856 0.41
H -1.045 0.107 1.183 0.45
H -2.415 0.767 -1.862 0.46
H -2.762 -1.110 1.514 0.46
O -2.322 -0.765 0.731 -1.15
H 3.112 1.065 0.075 0.49
H -2.241 0.342 -0.394 0.51
O -1.942 1.021 -1.055 -1.00
```



Record 6
C18H10BCl2F4N4O2Zn as an isolated structure. Source: OMol25; level of theory: ωB97M-V/def2-TZVPD.

Frontier orbital gap = 0.2667 Ha
Lowest unoccupied orbital energy = 2.44 eV
Max |F| = 0.015 Eh/bohr
Energy = -113905.4411 eV
Net charge = -1

The geometry in XYZ format:
```
42
Properties=species:S:1:pos:R:3:nbo_charge:R:1
Zn 0.156 0.184 -0.172 1.70
Cl -5.108 -4.201 -0.805 -0.02
C -3.504 -3.560 -0.577 -0.08
C -3.338 -2.178 -0.568 -0.26
C -2.079 -1.623 -0.372 0.13
N -1.795 -0.258 -0.265 -0.83
C -2.666 0.673 0.122 0.62
O -3.899 0.666 0.114 -0.66
C -1.952 1.849 0.799 0.16
C -2.654 3.002 1.099 -0.22
C -2.029 3.995 1.831 -0.14
C -0.733 3.788 2.282 -0.26
C -0.094 2.616 1.936 0.08
N -0.677 1.666 1.196 -0.56
C -0.955 -2.484 -0.183 0.22
C -1.145 -3.860 -0.193 -0.29
C -2.414 -4.395 -0.394 -0.06
Cl -2.591 -6.129 -0.401 -0.02
N 0.276 -1.835 -0.029 -0.84
C 1.453 -2.422 0.144 0.60
O 1.737 -3.598 0.392 -0.67
C 2.602 -1.445 -0.104 0.15
C 3.905 -1.871 0.078 -0.23
C 4.940 -1.043 -0.319 -0.16
C 4.638 0.164 -0.929 -0.27
C 3.309 0.533 -1.059 0.07
N 2.307 -0.237 -0.617 -0.54
H -4.186 -1.524 -0.706 0.26
H -3.676 3.078 0.756 0.25
H -2.544 4.925 2.047 0.21
H -0.216 4.529 2.877 0.22
H 0.924 2.424 2.253 0.20
H -0.304 -4.517 -0.034 0.26
H 4.066 -2.853 0.502 0.25
H 5.972 -1.343 -0.172 0.21
H 5.412 0.823 -1.302 0.22
H 3.038 1.467 -1.528 0.24
F 0.152 1.712 -1.764 -0.61
B 0.772 3.033 -1.542 1.36
F 1.578 3.316 -2.656 -0.56
F -0.250 3.971 -1.376 -0.56
F 1.574 2.959 -0.359 -0.58
```